{"formula": "C3H8N2O2", "method": "ωB97M-V/def2-TZVPD", "e_above_lowest_ev": 0.389, "e_homo_ha": -0.350, "smiles": "O=C1NCCO1.N", "elements": ["N", "C", "O", "N", "C", "C", "O", "H", "H", "H", "H", "H", "H", "H", "H"], "coordinates": [[2.535116, 0.810966, 0.025780], [-0.465296, 0.982294, 0.239130], [0.065354, 2.067136, 0.326916], [0.020908, -0.164382, -0.308172], [-0.855636, -1.290805, -0.136818], [-2.076850, -0.612030, 0.522984], [-1.722248, 0.753666, 0.713547], [2.275893, 1.788135, -0.090988], [3.480298, 0.652336, -0.295631], [1.030309, -0.183365, -0.483743], [-0.426593, -2.071695, 0.504750], [-1.115215, -1.745724, -1.098913], [-2.315413, -1.041629, 1.499003], [-2.961550, -0.653601, -0.115814], [2.489151, 0.635577, 1.025217]], "forces_ev_per_angstrom": [[0.4, 0.0, 0.1], [0.1, 0.2, 0.0], [-0.3, -0.4, 0.0], [0.0, 0.2, 0.0], [-0.1, -0.1, 0.0], [-0.2, -0.3, 0.0], [0.0, 0.1, 0.0], [0.0, -0.2, -0.1], [0.1, 0.1, 0.1], [-0.3, 0.1, 0.1], [0.0, 0.2, -0.1], [0.0, 0.0, 0.1], [0.0, 0.0, -0.1], [0.1, 0.0, 0.1], [0.2, 0.0, -0.1]], "nbo_charge": [-1.093, 0.881, -0.647, -0.669, -0.236, -0.076, -0.496, 0.401, 0.364, 0.453, 0.187, 0.192, 0.186, 0.186, 0.367]}

=====

{"formula": "C3H12N4O2", "method": "ωB97M-V/def2-TZVPD", "e_above_lowest_ev": 4.824, "e_homo_ha": -0.229, "elements": ["C", "C", "N", "N", "O", "H", "H", "H", "H", "H", "H", "H", "H", "N", "C", "O", "N", "H", "H", "H", "H"], "coordinates": [[-1.292955, -1.403761, 1.074780], [-1.552834, 0.079548, 1.343672], [0.040159, -1.466848, -0.028251], [-2.202491, -2.112377, 0.370544], [1.363250, -1.294878, 0.456143], [1.479239, -0.318987, 0.501186], [-0.118566, -0.867709, -0.854861], [-0.796340, -1.838390, 1.972392], [-0.048087, -2.447758, -0.301690], [-2.945428, -2.467062, 0.964838], [-0.619215, 0.596311, 1.595959], [-2.238268, 0.216841, 2.179225], [-2.041147, 0.537425, 0.478808], [1.535279, 1.537299, 0.264586], [1.661313, 1.578787, -2.074214], [2.278660, 1.874491, -0.920718], [0.570453, 0.949474, -2.134843], [1.909092, 2.182084, 0.957229], [0.551980, 1.781780, 0.125809], [0.203403, 0.902438, -3.079593], [2.262503, 1.981292, -2.891001]], "forces_ev_per_angstrom": [[0.1, 0.0, -0.3], [0.4, 0.3, -0.4], [-0.2, -0.1, 0.8], [-0.2, 0.1, -0.1], [-0.5, 0.1, -0.3], [0.0, 0.0, 0.0], [0.0, -0.1, 0.3], [0.1, 0.0, -0.2], [-0.1, 0.1, 0.0], [0.3, -0.2, -0.1], [0.0, 0.2, 0.1], [0.0, -0.3, 0.1], [0.2, -0.1, -0.1], [0.0, -0.3, 0.0], [-0.1, -0.2, 0.1], [-0.2, 0.3, 0.3], [-0.1, 0.3, 0.2], [0.1, -0.1, -0.2], [0.1, 0.1, -0.4], [0.2, -0.1, 0.0], [-0.1, -0.1, 0.0]], "nbo_charge": [0.191, -0.674, -0.312, -1.081, -0.576, 0.489, 0.411, 0.126, 0.420, 0.349, 0.165, 0.226, 0.216, -0.544, 0.409, -0.357, -0.759, 0.374, 0.378, 0.374, 0.174]}

=====

{"formula": "C7H10N2O2", "method": "ωB97M-V/def2-TZVPD", "e_above_lowest_ev": 0.127, "e_homo_ha": [-0.164, -0.324], "multiplicity": 3, "elements": ["C", "C", "C", "C", "C", "C", "C", "N", "N", "O", "O", "H", "H", "H", "H", "H", "H", "H", "H", "H", "H"], "coordinates": [[-1.506285, -0.896061, -0.010221], [-0.178723, -1.323285, 0.315888], [-1.444800, 0.499899, 0.306892], [-0.300951, 1.206380, -2.621960], [-2.661175, 1.346937, 0.330423], [2.739714, -0.872713, 0.099884], [1.796218, -0.448175, 1.273398], [-0.246299, 0.883450, 0.785214], [0.466120, -0.261207, 0.797614], [0.806559, 0.972512, -2.505163], [-1.388235, 1.426841, -2.715596], [-2.288722, -1.426147, -0.545117], [0.390696, -2.258681, 0.358236], [-3.292184, 1.026140, 1.129232], [-3.295557, 1.275977, -0.700694], [-2.397305, 2.318921, 0.677049], [2.212377, -1.496743, -0.683625], [2.854225, 0.043942, -0.566389], [3.670871, -1.307711, 0.512913], [2.180347, 0.522309, 1.670713], [1.883110, -1.232584, 2.091307]], "forces_ev_per_angstrom": [[1.2, 2.3, 0.1], [-3.0, -4.5, -2.0], [-5.3, -4.9, -2.4], [2.8, -0.7, 0.5], [-0.6, -0.3, -2.1], [-1.0, 1.1, -1.3], [1.4, 0.6, 0.1], [4.0, 1.5, 1.8], [3.2, 3.5, 2.2], [2.7, -0.5, 0.2], [-5.5, 1.2, -0.7], [0.2, 0.1, 0.4], [-0.9, 0.2, -0.3], [-0.8, -0.7, 0.5], [1.7, 0.5, 2.5], [0.1, 1.2, -0.6], [0.6, -0.2, 1.4], [0.6, -0.9, 1.1], [-0.5, 0.3, -0.7], [-0.5, -0.8, -0.1], [-0.5, 0.7, -0.7]], "lowdin_spin": [0.007, 0.520, 0.326, 0.004, 0.046, 0.027, 0.037, 0.571, 0.361, 0.002, 0.005, -0.009, 0.039, 0.018, 0.014, 0.001, 0.007, 0.000, 0.002, 0.000, 0.021]}

=====

{"formula": "C3H4OS", "method": "ωB97M-V/def2-TZVPD", "e_above_lowest_ev": 6.855, "e_homo_ha": [-0.334, -0.324], "elements": ["C", "C", "C", "O", "S", "H", "H", "H", "H"], "coordinates": [[-1.260006, -0.969004, -0.767755], [-0.631408, -0.090139, -0.005652], [2.151258, 0.516091, 0.347615], [-3.086342, 0.922037, 0.293687], [-2.213226, -0.183732, 0.663737], [-1.346978, -1.681876, -1.436435], [2.497563, 0.551927, -0.698739], [1.675665, -0.425330, 0.636913], [2.213470, 1.360023, 0.966627]], "forces_ev_per_angstrom": [[1.9, 5.1, 5.1], [0.3, -1.4, -2.3], [-0.6, -1.7, -1.8], [-0.1, 0.3, -0.2], [-1.1, -0.6, 0.5], [-0.7, -3.2, -3.2], [-0.2, 0.2, 0.8], [0.5, 0.5, 0.3], [0.0, 0.8, 0.7]], "nbo_charge": [-0.360, -0.214, -0.465, -0.884, 1.169, 0.225, 0.174, 0.181, 0.175]}

=====

{"formula": "C41H54Cl4F4O5", "method": "ωB97M-V/def2-TZVPD", "e_above_lowest_ev": 0.000, "e_homo_ha": -0.333, "smiles": "Fc1ccccc1.Fc1ccccc1.Fc1ccccc1.Fc1ccccc1.CC(C)=O.CC(C)=O.CC(C)=O.CC(C)=O.CC(C)=O.ClCCl.ClCCl", "elements": ["F", "C", "C", "C", "C", "C", "C", "H", "H", "H", "H", "H", "F", "C", "C", "C", "C", "C", "C", "H", "H", "H", "H", "H", "F", "C", "C", "C", "C", "C", "C", "H", "H", "H", "H", "H", "F", "C", "C", "C", "C", "C", "C", "H", "H", "H", "H", "H", "C", "Cl", "Cl", "H", "H", "C", "Cl", "Cl", "H", "H", "C", "C", "O", "C", "H", "H", "H", "H", "H", "H", "C", "C", "O", "C", "H", "H", "H", "H", "H", "H", "C", "C", "O", "C", "H", "H", "H", "H", "H", "H", "C", "C", "O", "C", "H", "H", "H", "H", "H", "H", "C", "C", "O", "C", "H", "H", "H", "H", "H", "H"], "coordinates": [[-2.541183, -0.705716, 2.335660], [-2.556106, -1.857613, 3.036286], [-3.768184, -2.358146, 3.457005], [-3.839571, -3.629692, 4.024331], [-2.652747, -4.283134, 4.377809], [-1.451600, -3.733024, 3.964793], [-1.367532, -2.516846, 3.308183], [-4.644050, -1.836827, 3.086085], [-4.811507, -4.043903, 4.251051], [-2.722343, -5.288816, 4.768595], [-0.496204, -4.226564, 4.115356], [-0.402911, -2.134139, 3.015242], [-0.130857, 1.350394, -3.847963], [0.598084, 1.591312, -4.948905], [0.847838, 2.889625, -5.345271], [1.614080, 3.131645, -6.484994], [2.207304, 2.061483, -7.121262], [1.899139, 0.733453, -6.788747], [1.089296, 0.522760, -5.677978], [0.271529, 3.699513, -4.909750], [1.949530, 4.118622, -6.771940], [2.928555, 2.275201, -7.902494], [2.323778, -0.051698, -7.394150], [0.983660, -0.499889, -5.332983], [0.775167, -0.864223, 7.623081], [1.215031, 0.043482, 6.727132], [1.176230, -0.333936, 5.378691], [1.555805, 0.547901, 4.409404], [1.997659, 1.830623, 4.787534], [2.013218, 2.204996, 6.117095], [1.652148, 1.272686, 7.104441], [0.874613, -1.349143, 5.148054], [1.606876, 0.247349, 3.370523], [2.247337, 2.566119, 4.033178], [2.386890, 3.184495, 6.378525], [1.617981, 1.580868, 8.142450], [5.884689, 3.330014, 0.696681], [4.778398, 3.075616, -0.027325], [4.908867, 2.598006, -1.317788], [3.796178, 2.511427, -2.118606], [2.534498, 2.665348, -1.503208], [2.402147, 3.023619, -0.176926], [3.549161, 3.211489, 0.594100], [5.921221, 2.345264, -1.616905], [3.783603, 2.092555, -3.115234], [1.667373, 2.451556, -2.118212], [1.436202, 3.221118, 0.270875], [3.581452, 3.371732, 1.664840], [1.627398, -4.245974, 1.396492], [2.961905, -4.647417, 0.303032], [2.053993, -2.881185, 2.447840], [0.807106, -3.933446, 0.756117], [1.362496, -5.104718, 2.000601], [2.456241, -2.353612, -1.967530], [2.365145, -0.587054, -2.134421], [1.166649, -3.134211, -2.897092], [3.405454, -2.688437, -2.369856], [2.462308, -2.544294, -0.902750], [-1.038375, 5.150567, 1.738663], [-1.321751, 3.735003, 2.174665], [-0.502123, 2.867583, 1.956879], [-2.646022, 3.385778, 2.812910], [0.023535, 5.222038, 1.513196], [-1.333873, 5.886889, 2.488070], [-1.600590, 5.405987, 0.837417], [-3.445477, 4.024257, 2.441757], [-2.448656, 3.398347, 3.883839], [-2.885911, 2.385436, 2.452307], [4.315711, -0.534138, 1.026912], [5.256304, -1.617594, 0.588894], [5.449350, -1.896332, -0.576204], [5.931868, -2.428063, 1.652751], [3.779946, -0.078966, 0.194783], [4.874067, 0.278916, 1.503327], [3.573359, -0.864052, 1.754998], [6.240590, -1.815766, 2.500101], [6.786279, -2.922432, 1.192009], [5.271584, -3.231681, 1.986545], [-5.185522, -1.959635, -0.518050], [-5.892204, -2.714687, -1.600258], [-6.982332, -2.417126, -2.047137], [-5.171570, -3.888740, -2.221597], [-5.827814, -1.185548, -0.094788], [-4.399392, -1.383301, -1.018570], [-4.754014, -2.580761, 0.262596], [-4.712500, -3.681213, -3.180738], [-5.955798, -4.646771, -2.199779], [-4.400482, -4.230988, -1.523045], [-1.463965, -0.511564, -1.048488], [-0.562562, -1.084207, 0.013741], [-0.566581, -2.275991, 0.236578], [0.374820, -0.148331, 0.727712], [-2.084271, -1.225291, -1.585677], [-0.954080, 0.109641, -1.789312], [-2.150472, 0.192950, -0.557296], [0.890115, 0.528444, 0.046496], [1.059602, -0.787523, 1.285043], [-0.040865, 0.541385, 1.468856], [-5.637877, 1.129636, -5.315054], [-4.689675, 0.548507, -4.311961], [-5.153849, -0.045541, -3.356649], [-3.191426, 0.818088, -4.355693], [-5.158723, 1.914788, -5.911044], [-6.395100, 1.681051, -4.759959], [-6.019162, 0.343535, -5.960480], [-3.107691, 1.904352, -4.434415], [-2.719011, 0.380069, -5.235248], [-2.786853, 0.406385, -3.438392]], "forces_ev_per_angstrom": [[0.0, 0.1, 0.0], [0.5, -0.3, 0.5], [-0.4, -0.3, -1.1], [0.6, 0.7, 0.7], [-0.9, -0.2, -1.0], [0.7, 0.1, 0.2], [-0.5, 0.2, 0.0], [-0.1, 0.0, 0.4], [0.0, -0.1, 0.0], [0.2, 0.1, 0.3], [-0.2, -0.2, 0.3], [-0.1, 0.1, -0.2], [-0.2, 0.1, 0.2], [0.5, 0.0, -0.8], [-1.1, 0.6, -0.4], [0.8, -0.6, 0.9], [0.1, -0.5, -0.7], [0.0, 1.6, 0.3], [0.6, -1.0, 0.0], [0.4, 0.0, 0.4], [-0.5, 0.2, 0.1], [-0.2, -0.2, -0.1], [0.0, -0.3, 0.3], [-0.4, 0.1, 0.1], [0.2, 0.2, 0.2], [-0.3, -0.7, -1.1], [-0.1, -0.7, 0.8], [0.8, 0.9, 0.0], [-0.5, 0.0, -0.3], [0.3, -0.8, -0.2], [-0.1, 1.2, 0.5], [-0.1, 0.1, 0.0], [-0.2, 0.0, 0.0], [0.1, -0.1, -0.1], [-0.2, 0.0, 0.2], [0.1, -0.2, 0.0], [0.2, -0.2, 0.0], [-0.8, -0.4, 0.3], [1.2, 0.7, -0.1], [-1.4, -1.1, 1.0], [0.3, 0.2, -0.9], [0.2, 0.3, 0.4], [0.6, 0.0, -0.2], [-0.1, 0.1, -0.4], [0.4, 0.2, -0.1], [-0.1, 0.2, 0.1], [-0.1, -0.4, 0.0], [-0.4, 0.4, -0.1], [-0.2, 0.2, -0.5], [0.2, -0.4, 0.3], [0.1, -0.4, 0.2], [-0.1, 0.1, 0.3], [0.2, 0.0, 0.1], [0.4, 0.5, -0.3], [0.0, 0.0, -0.2], [0.0, -0.1, 0.4], [0.0, 0.1, -0.1], [-0.6, -0.3, -0.1], [0.1, 0.1, 0.2], [0.0, -0.1, -0.7], [0.1, 0.1, 0.2], [0.5, -0.2, -0.9], [0.0, 0.2, 0.0], [0.1, -0.1, 0.1], [-0.1, -0.2, 0.0], [0.0, 0.4, 0.6], [-0.6, 0.1, 0.1], [0.1, -0.2, 0.5], [-0.2, 0.8, -0.1], [-0.3, -0.5, -0.2], [-0.2, 0.3, 0.0], [0.4, -0.2, 0.0], [0.1, -0.2, -0.2], [0.1, -0.1, 0.1], [0.3, -0.2, 0.0], [-0.1, -0.1, 0.1], [0.1, 0.1, 0.1], [-0.2, 0.2, 0.1], [-0.2, 1.0, 0.0], [-0.5, 0.2, -1.0], [0.4, 0.1, 0.7], [0.1, -0.4, 1.6], [-0.2, -0.3, 0.1], [0.2, -0.3, 0.1], [0.1, -0.1, -0.1], [-0.3, 0.0, -0.2], [0.3, -0.3, -0.8], [0.1, 0.0, -0.3], [-0.6, 0.9, 0.0], [-0.2, 0.2, -0.7], [0.1, -0.1, 0.2], [0.3, 0.1, 0.6], [0.2, -0.4, 0.2], [0.4, -0.2, 0.2], [0.0, -0.1, 0.1], [0.2, -0.3, -0.2], [0.3, 0.2, -0.3], [-0.7, -0.2, -0.2], [0.7, 1.1, -0.4], [0.1, -0.3, 1.3], [0.2, -0.1, -0.3], [-1.0, 0.0, -0.4], [0.1, -0.4, -0.3], [-0.4, -0.6, 0.0], [-0.3, 0.1, 0.0], [0.4, 0.0, 0.2], [0.0, 0.0, 0.0], [0.3, 0.2, 0.0]], "lowdin_charge": [0.057, -0.276, -0.025, -0.072, -0.086, -0.087, -0.033, 0.116, 0.103, 0.100, 0.099, 0.051, 0.036, -0.306, -0.021, -0.085, -0.103, -0.063, -0.022, 0.118, 0.106, 0.101, 0.104, 0.108, 0.059, -0.282, -0.017, -0.072, -0.087, -0.078, -0.021, 0.101, 0.081, 0.092, 0.103, 0.118, 0.055, -0.300, -0.022, -0.089, -0.128, -0.082, -0.013, 0.124, 0.099, 0.082, 0.085, 0.112, -0.932, 0.587, 0.609, 0.004, 0.033, -1.013, 0.607, 0.528, 0.025, -0.047, -0.018, -0.488, 0.041, -0.006, 0.076, 0.084, 0.091, 0.081, 0.096, 0.078, -0.032, -0.506, 0.051, -0.026, 0.042, 0.092, 0.022, 0.085, 0.086, 0.063, -0.022, -0.514, 0.056, -0.020, 0.088, 0.066, 0.075, 0.084, 0.086, 0.073, -0.019, -0.488, 0.028, -0.036, 0.074, 0.061, 0.095, 0.049, 0.014, 0.067, -0.020, -0.480, 0.060, -0.012, 0.076, 0.089, 0.090, 0.088, 0.089, 0.054]}